# 1
A single C18H14N4O3 molecule. Source: the OMol25 dataset; level of theory: ωB97M-V/def2-TZVPD.

## Properties
Molar mass: 334.3 g/mol
Energy above the lowest of the compared OMol25 structures with the same formula, charge and spin: 0.000 eV
LUMO energy: 0.5882 eV
E_tot: -1139.09894 Ha
Strongest force on any atom: 3.36 eV/A
SMILES string: NC1=C(c2nc3ccccc3[nH]2)C(=O)CN1c1ccc2c(c1)OCO2

Cartesian coordinates (Å):
H  -1.0355  1.9241  -1.4296
C  -1.4735  0.2863  -0.1300
C  0.6871  0.2616  0.3372
N  0.0671  -0.9361  3.0648
H  -4.0648  -1.6678  4.4844
H  4.0031  4.1004  -5.6929
C  -0.7819  0.8925  -1.3470
O  -2.6804  0.1986  -0.0005
H  -2.9337  -0.5071  2.1132
C  1.5987  1.6349  -1.5978
H  -3.3783  -2.4964  6.7493
N  -2.0996  -0.8663  2.5936
C  -1.2606  -2.2567  6.3437
C  -2.0502  -1.3810  3.8586
H  3.8064  4.1162  -0.9252
H  2.2194  2.7421  0.1624
C  3.5503  3.2203  -2.8900
C  -0.5208  -0.0412  0.8610
N  1.8523  0.1627  1.0537
O  4.4484  3.8542  -3.7262
H  0.7869  -1.9452  5.6696
C  -2.6252  -2.2287  6.0184
C  -0.6710  -1.4371  4.1391
C  2.8057  2.3051  -3.6148
C  -3.0220  -1.7469  4.7794
H  2.7184  0.1947  0.5672
H  -1.1074  0.3666  -2.2559
C  2.3511  2.5640  -0.8915
H  1.2714  0.8462  -3.6014
H  5.1849  2.7747  -5.3856
H  -0.9457  -2.6606  7.2766
N  0.6684  0.7638  -0.9900
C  -0.8230  -0.5878  2.1636
C  1.8135  1.5430  -2.9880
C  -0.2741  -1.8785  5.4048
C  4.2758  3.2625  -5.0046
O  3.1733  2.3408  -4.9232
H  1.7825  -0.4111  1.9128
C  3.3211  3.3311  -1.5214

***

# 2
A molecular structure, C20H35BBeBr2Cl2CsGaMgNO12. Source: the OMol25 dataset; level of theory: ωB97M-V/def2-TZVPD.

## Properties
Molar mass: 959.0 g/mol
LUMO energy: -6.6025 eV
E_tot: -9992.85531 Ha
Net charge: +1
Strongest force on any atom: 18.28 eV/A

Cartesian coordinates (Å):
H  -6.5030  -3.1315  1.4901
C  0.5633  -0.6621  1.3190
O  0.4171  2.2549  -5.7616
H  -0.3159  1.6294  2.4028
O  -0.4008  -4.0190  3.5162
C  -0.2994  -0.5224  2.4297
O  -5.6687  -4.6294  3.5807
H  -1.5071  7.1926  -0.4979
H  5.4914  0.4921  -3.3132
Be  -0.9514  -6.6280  1.9203
H  -1.9039  0.8490  2.6295
C  1.0660  -1.9217  0.9510
C  -1.8509  -4.1765  3.7395
H  1.7547  -4.7645  3.3340
C  1.3275  5.9802  -4.4387
C  2.0859  1.5189  -0.9793
O  3.1831  1.5467  -0.1778
H  -1.2586  -1.6121  4.0156
H  0.7303  -6.0070  -0.0770
O  2.4267  2.6417  -4.8858
O  -2.5319  6.4031  -3.4000
Cs  0.4485  6.3348  -6.5091
H  0.5761  6.6501  -4.0125
H  -3.6212  -3.1521  6.7961
H  2.2116  -4.2606  0.7359
H  1.7080  2.5988  -4.2385
C  -0.6070  -1.6891  3.1522
C  0.7472  -3.0806  1.6815
Mg  2.1746  -0.9409  2.8348
H  -0.7004  -5.0747  0.5379
Br  2.9941  8.3117  -4.3685
H  4.2941  1.1469  -4.4367
H  0.7237  -5.9915  2.6646
H  -3.1708  6.6763  -0.9099
C  -0.8457  0.8037  2.8668
H  -2.1689  -3.4228  4.4579
Cl  -2.9823  -6.3241  1.0731
H  0.8300  5.2237  -5.0305
H  1.7081  -2.0034  0.0849
C  1.5949  -5.3515  2.4339
Ga  -3.0429  -4.2153  2.0728
H  -1.9591  -5.1373  4.2376
C  1.6353  2.3687  -6.0494
O  -1.1587  7.9317  -2.7542
C  -0.0983  -2.9431  2.7868
Cl  -5.2211  -2.0647  -0.0347
H  3.9050  -0.2932  -3.5192
O  0.9685  1.6128  -0.5611
O  -5.8142  -2.7899  2.0820
C  -2.1155  6.5667  -1.1389
O  -3.0074  -1.4891  5.7166
H  -4.6767  -1.7698  6.9535
C  4.3077  1.1448  -0.9880
H  -2.5374  -3.1050  1.0547
H  1.9595  7.0564  -6.2023
Br  2.1387  5.0324  -2.9542
H  -1.8109  5.5260  -1.0795
H  3.2621  6.1020  -5.4754
H  -4.6564  -2.7165  5.4917
C  0.3431  -5.0249  0.2025
O  2.4162  1.3673  -2.2637
H  0.8458  0.2301  0.7588
B  -5.0497  -3.8434  2.6456
H  5.2090  1.6656  -0.6765
H  0.3692  -4.4195  -0.7010
N  -1.9186  7.0047  -2.5474
H  -6.5424  -4.9342  3.3016
H  4.0516  2.5831  -2.5800
C  1.2702  -4.4127  1.2617
O  2.2198  2.3522  -7.1262
C  -3.9620  -2.2406  6.2509
C  4.4252  0.6639  -3.4720
H  4.4566  0.0679  -0.8734
H  -0.7214  0.9149  3.9410
C  2.3842  6.7109  -5.2667
H  2.5028  -5.9215  2.2697
C  3.8532  1.5295  -2.3746

***

# 3
A molecular structure, C5H4O2Ru. Source: the OMol25 dataset; level of theory: ωB97M-V/def2-TZVPD.

## Properties
Molar mass: 197.2 g/mol
Multiplicity: 6
Energy above the lowest of the compared OMol25 structures with the same formula, charge and spin: 2.326 eV
LUMO energy (alpha / beta): -15.4870 / -19.4661 eV
E_tot: -436.62020 Ha
Net charge: +3
<S²>: 8.77
Strongest force on any atom: 4.79 eV/A

Cartesian coordinates (Å):
C  0.6403  -3.4973  1.4724
C  -0.5922  -0.7952  2.8290
H  -0.9023  -2.2836  4.2395
O  -1.5457  -0.5439  -0.3755
C  -0.2049  -1.5734  3.7844
H  -1.4146  1.1393  2.2949
H  1.2960  -2.6178  1.2693
O  -0.0877  -3.8753  0.5221
C  -1.1103  0.1278  2.0043
H  0.8550  -1.6258  4.0522
Ru  -0.1143  -5.3263  1.9242
C  -1.3589  -0.2520  0.6950

***

# 4
A gas-phase ion, C3H9N4 (charge +1). Source: the OMol25 dataset; level of theory: ωB97M-V/def2-TZVPD.

## Properties
Molar mass: 101.1 g/mol
Energy above the lowest of the compared OMol25 structures with the same formula, charge and spin: 0.845 eV
LUMO energy: -3.3651 eV
E_tot: -338.48978 Ha
Net charge: +1
Strongest force on any atom: 3.12 eV/A
SMILES string: N[C@@H]1NC=[NH+][C@H]1N

Cartesian coordinates (Å):
H  1.6197  1.1078  -1.3564
C  -0.7548  -0.3829  0.3617
H  -1.6884  -0.7168  -1.4544
H  0.4285  -1.1233  -1.1662
C  0.7059  -0.5024  -0.2996
N  1.7296  -0.9968  0.5557
H  -2.7801  -0.8827  -0.0803
N  0.9890  0.9098  -0.6470
H  2.6288  -0.9708  0.1008
H  0.3256  2.8179  0.1707
H  1.5310  -1.9383  0.8615
H  -1.5530  1.4471  1.3238
C  0.1702  1.7507  0.0213
N  -0.7512  1.1512  0.6983
N  -1.8083  -0.8214  -0.4649
H  -0.7925  -0.8491  1.3749

***

# 5
A gas-phase ion, C4H8NO (charge +1). Source: the OMol25 dataset; level of theory: ωB97M-V/def2-TZVPD.

## Properties
Molar mass: 86.1 g/mol
Energy above the lowest of the compared OMol25 structures with the same formula, charge and spin: 3.354 eV
LUMO energy: -4.0863 eV
E_tot: -286.81923 Ha
Net charge: +1
Strongest force on any atom: 3.89 eV/A
SMILES string: COC1=[N+](C)C1

Cartesian coordinates (Å):
C  0.0876  0.1268  -0.0857
H  1.7151  -0.8408  0.9633
O  -0.2473  0.8397  -1.1133
H  1.5125  1.1247  -1.9358
C  0.5716  1.0163  -2.2940
H  0.2374  1.7228  -2.9637
H  0.8074  -2.0144  -0.1027
C  0.8024  -1.1098  0.4550
H  0.5213  0.2093  -2.9698
C  -1.2814  -0.1753  2.0682
H  -1.6668  0.7618  2.1539
N  -0.4155  -0.3451  0.9836
H  -2.0065  -0.8614  1.9398
H  -0.6379  -0.4545  2.9014

***

# 6
2 unconnected molecules or ions with the total composition C7H10ClNO4S. Source: the OMol25 dataset; level of theory: ωB97M-V/def2-TZVPD.

## Properties
Molar mass: 239.7 g/mol
Energy above the lowest of the compared OMol25 structures with the same formula, charge and spin: 0.131 eV
LUMO energy: -1.0471 eV
E_tot: -1486.73860 Ha
Strongest force on any atom: 4.52 eV/A
SMILES string: O=C=NS(=O)(=O)Cl.CC(=O)C=C(C)C

Cartesian coordinates (Å):
O  2.4633  -1.8474  -0.4991
C  1.1872  0.9473  -2.2642
C  -1.1314  1.7156  0.6829
H  0.4696  -2.6570  0.6770
H  -3.2611  1.7438  0.5763
H  1.7024  -0.9978  1.4356
H  -2.4269  2.7973  1.7530
H  -0.9502  -2.1834  -0.3571
H  1.1288  0.6080  2.3034
Cl  3.2922  -1.6829  -3.1997
O  0.8107  -2.6108  -2.1584
O  -0.1234  2.2652  0.9718
C  -0.3628  -2.0063  0.6984
C  -2.5221  2.5093  0.7203
O  1.1232  2.0348  -2.6921
S  1.8306  -1.7093  -1.7498
C  1.1643  -0.0335  1.3415
H  -1.0929  -2.1866  1.4500
H  -2.1707  -0.1634  0.2902
H  -2.7024  3.3762  0.0655
C  -0.1394  -0.5178  0.7951
C  -1.1807  0.2884  0.4771
N  1.1422  -0.1654  -1.8255
H  1.7494  0.4758  0.5079

***

# 7
A single C20H24N6O3S3 molecule. Source: the OMol25 dataset; level of theory: ωB97M-V/def2-TZVPD.

## Properties
Molar mass: 492.7 g/mol
LUMO energy: 0.1601 eV
E_tot: -2525.38284 Ha
Strongest force on any atom: 1.11 eV/A
SMILES string: C=CCn1c(SCC(=O)Nc2sc(C)c(C)c2C(=O)OCC)nnc1-c1sc(N)nc1C

Cartesian coordinates (Å):
N  -2.4757  -0.8171  1.0501
H  1.0346  2.2933  -5.3911
C  3.6677  3.6299  -2.9925
H  1.6962  0.2072  -0.1397
C  -1.2800  -2.9966  1.0452
N  4.8673  4.2120  -3.1986
C  1.7586  2.6252  -3.4410
H  -3.6851  -5.1167  4.0874
C  0.3599  2.4880  -1.3694
H  5.3177  4.0104  -4.0756
S  -2.0542  2.3036  1.6139
H  1.3050  4.3790  0.4477
C  1.4235  2.1871  2.8866
C  0.8393  1.9395  -4.3826
H  -3.1094  -6.2934  2.9017
H  -0.1939  2.1148  -4.0981
H  -4.3921  1.8564  1.5414
H  -3.5566  1.4019  0.0097
C  -0.4584  -5.4060  1.4593
C  -3.4518  -0.0593  1.6087
H  2.5927  -0.2634  -1.5936
H  2.5880  2.3806  1.1553
S  2.9085  3.6839  -1.4043
N  2.9554  3.0642  -3.9023
C  0.7539  3.5698  0.9338
H  0.5227  2.4543  3.4145
H  0.5693  -5.1147  1.6663
H  -2.0226  -5.7107  4.1654
C  0.6323  -1.1253  -1.4587
C  -2.8287  -5.4211  3.4916
H  5.4539  4.4067  -2.4059
H  0.8414  -2.0082  -2.0706
H  1.0143  0.8648  -4.3507
O  -0.3369  -1.4705  -0.4685
C  1.6878  2.6616  1.6848
S  -3.2854  -2.7958  2.6656
O  0.6140  -3.4955  -0.2942
H  0.1562  -0.3487  -2.0618
H  -0.5028  -5.6935  0.4108
C  -3.5295  1.3611  1.0981
N  0.0364  2.8240  -0.0731
N  -0.5922  1.7309  -1.8712
N  -1.5321  1.5431  -0.9369
C  -0.2444  -2.7194  0.0530
C  -2.2581  -2.1139  1.4642
C  -2.4059  -4.2973  2.6084
H  2.3980  -1.4116  -0.2587
C  -1.1555  2.1943  0.1311
H  2.0967  1.5163  3.3918
H  0.0099  3.9943  1.6144
C  1.5228  2.8636  -2.1054
C  -1.3799  -4.2619  1.7175
H  -0.7228  -6.2585  2.0778
H  -1.8908  -0.4647  0.2962
O  -4.1952  -0.4837  2.4715
C  1.9159  -0.6143  -0.8193

***

# 8
2 unconnected molecules or ions with the total composition C6H15N2. Source: the OMol25 dataset; level of theory: ωB97M-V/def2-TZVPD.

## Properties
Molar mass: 115.2 g/mol
Multiplicity: 2
Energy above the lowest of the compared OMol25 structures with the same formula, charge and spin: 7.702 eV
LUMO energy (alpha / beta): -11.7214 / -12.7512 eV
E_tot: -346.19346 Ha
Net charge: +2
<S²>: 0.75
Strongest force on any atom: 4.78 eV/A

Cartesian coordinates (Å):
C  2.2546  -0.0376  1.2972
H  -2.6937  1.5418  -1.2139
H  1.8959  0.6478  2.2133
N  -3.2069  -0.5579  1.3780
H  0.1002  1.0854  1.1534
H  3.6888  0.1046  -0.1773
H  2.9942  1.7318  0.3352
H  3.6648  -3.0281  -5.3709
H  -1.0973  -0.5090  -1.1238
H  4.0208  -2.3775  -5.2351
H  4.1401  0.8850  1.4720
H  -2.2435  -0.6060  1.6815
C  -1.1012  0.3502  -0.4577
H  -2.0736  1.7897  0.4511
H  -4.5353  0.5623  -0.0296
H  2.6254  -1.0227  1.7242
C  -3.5377  0.0957  0.0754
H  -3.6875  -1.5020  1.3383
C  3.3859  0.7605  0.6647
C  0.0411  0.3193  0.3706
H  -3.4730  -0.8052  -0.5755
N  1.1860  -0.4672  0.3127
C  -2.3482  1.0393  -0.2837

***

# 9
10 unconnected molecules or ions with the total composition C25H74Cl2O30P6. Source: the OMol25 dataset; level of theory: ωB97M-V/def2-TZVPD.

## Properties
Molar mass: 1111.6 g/mol
LUMO energy: 0.1777 eV
E_tot: -6222.97615 Ha
Strongest force on any atom: 4.53 eV/A
SMILES string: COP(=O)(OC)OC.COP(=O)(OC)OC.COP(=O)(OC)OC.COP(=O)(OC)OC.COP(=O)(OC)OC.COP(=O)(OC)OC.ClCCl.OCCO.OCCO.OCCO

Cartesian coordinates (Å):
H  34.4871  -29.0927  15.2119
H  38.8226  -33.5843  16.1945
H  39.4852  -25.2524  14.8410
H  37.1411  -33.6629  16.1084
C  27.9014  -28.5523  12.7477
H  31.5870  -26.4184  16.4296
H  36.8698  -22.7532  14.8602
H  33.1161  -19.2319  14.9219
O  33.7685  -27.8747  16.6894
C  36.4538  -25.0299  17.0802
O  37.2051  -26.1512  13.3987
O  31.7801  -28.0036  12.3850
H  37.9162  -33.5003  14.5939
O  38.0260  -30.3042  11.0983
O  33.6014  -20.0607  9.3942
H  33.0813  -29.6508  15.8648
H  38.5167  -22.4770  14.4099
O  37.9171  -31.7573  15.8200
H  27.4507  -28.0392  13.5973
H  41.8976  -19.9861  17.1694
C  32.5929  -19.7521  15.7243
O  34.8507  -21.4833  14.9068
H  39.0569  -19.2127  8.6188
H  32.8855  -26.3517  12.7590
O  32.9390  -21.2297  11.5979
C  37.9873  -33.1697  15.6301
C  36.2941  -24.3743  11.9899
H  38.0333  -25.6144  11.5192
H  31.7039  -24.8429  15.6017
P  34.4173  -26.5012  16.1063
O  35.6583  -26.2318  17.1493
H  35.3455  -24.6091  12.4726
H  37.1315  -29.3666  15.5942
O  38.3942  -31.0343  18.2195
H  34.9508  -18.3324  13.4670
C  39.0844  -30.9316  19.4532
H  38.9554  -31.8306  20.0559
P  30.2685  -27.6532  11.8365
H  36.3433  -24.4623  16.1562
O  36.0577  -23.9355  10.7322
H  37.5778  -30.1624  10.2613
O  38.1350  -22.5838  16.4042
C  33.9373  -22.5479  14.6864
O  33.3968  -20.3671  16.7470
Cl  36.6973  -25.5502  6.9228
H  36.6125  -17.7653  16.8276
H  42.0079  -21.4337  18.0749
H  38.0495  -20.1109  10.9560
H  35.5515  -18.6214  18.0088
H  39.4785  -21.0585  11.0484
C  37.6425  -29.2666  11.9635
H  34.6064  -23.3555  14.3894
C  39.6193  -19.6176  9.4602
O  40.3671  -21.3435  16.7830
H  28.5653  -25.1225  11.4654
O  40.3728  -31.7563  16.8164
H  39.8172  -18.7229  10.0505
H  42.4973  -21.4216  16.3141
C  34.0093  -29.1788  16.1878
C  35.6802  -18.3113  16.9717
C  40.2715  -25.0832  15.5767
H  32.7751  -26.8146  11.0596
H  31.8765  -20.3418  15.1524
O  35.6446  -19.3650  16.0482
O  36.2574  -30.6162  13.1833
H  31.5178  -24.8111  17.3165
C  37.9904  -28.7727  15.9069
H  38.6393  -24.1163  7.0258
H  37.3959  -23.7624  8.2431
O  33.3149  -25.3980  16.6991
H  38.8168  -30.0523  20.0391
C  37.7620  -22.1952  15.1442
H  30.1714  -24.3032  11.1566
H  36.2029  -22.9934  10.6182
O  35.4768  -21.0411  11.1307
H  34.4710  -29.9172  16.8433
O  35.6067  -21.7216  17.4045
H  37.6681  -21.1093  15.1365
H  36.8478  -31.1900  12.6894
H  35.2156  -17.2861  12.1959
H  38.2439  -29.1478  12.8647
H  37.4936  -25.3469  17.1599
H  39.9543  -25.4670  16.5464
H  36.3681  -26.4116  13.7901
O  29.8776  -27.9926  10.4171
H  29.5984  -25.5339  10.0693
O  34.0404  -18.8873  11.6465
P  34.9670  -20.8171  16.3842
H  27.4942  -27.8385  12.0317
H  35.8030  -28.6624  12.9346
C  33.9088  -21.0281  8.3854
H  30.8509  -21.3209  11.6464
H  31.3999  -20.3968  12.8709
C  37.5685  -24.0012  7.1937
H  36.3302  -24.4189  17.9744
H  34.8100  -17.7326  16.6622
P  39.1074  -31.0926  16.7779
O  30.2956  -26.0269  12.0949
H  41.2426  -19.4928  8.4141
H  33.3525  -22.9330  15.5217
P  39.6765  -22.7964  16.9703
H  33.2711  -22.4169  13.8336
H  41.1815  -25.6227  15.3140
H  36.1434  -18.7138  12.2329
H  31.4823  -19.6931  11.2607
C  36.2115  -29.4899  12.3545
H  38.3049  -28.1087  15.1016
H  27.4324  -29.5314  12.6504
H  36.9724  -23.7177  12.5348
H  32.1058  -18.9974  16.3417
O  40.9203  -20.0504  9.1260
P  34.1641  -20.3817  10.9119
H  33.9013  -22.0481  8.7696
H  35.4630  -29.6432  11.5771
H  34.8868  -20.8403  7.9424
O  39.1719  -29.6152  16.1767
H  39.1233  -22.1192  9.2900
O  39.7763  -23.4193  18.3364
H  37.8149  -28.3706  11.3673
O  29.3168  -28.3460  12.9835
H  37.7114  -28.1912  16.7855
H  40.1405  -30.6969  19.3204
O  34.9505  -26.4877  14.7111
O  38.3306  -21.6061  9.4632
C  32.9313  -27.1945  12.0693
O  40.4155  -23.6843  15.8383
C  38.7953  -20.6029  10.3317
H  33.1273  -20.9850  7.6268
Cl  36.7745  -22.7944  6.0966
C  37.0955  -25.7235  12.0640
C  35.1265  -18.3547  12.3915
C  41.7970  -21.0670  17.0704
C  31.9554  -25.3954  16.5071
C  29.5922  -25.2257  11.1148
H  36.4462  -26.4180  11.5310
H  33.8959  -27.6864  11.9438
C  31.6526  -20.6060  11.8314